C25H78O19 | the ωB97M-V functional and the def2-TZVPD basis

XYZ file:
```
122
Properties=species:S:1:pos:R:3:forces:R:3
O 3.03685 2.86642 1.30664 -0.037 -0.347 -0.229
H 2.30741 2.71589 0.67650 0.033 0.272 -0.006
H 3.83070 2.93575 0.76769 -0.049 0.103 0.090
O -2.38127 2.48116 1.42258 -0.174 -0.090 0.391
H -2.64415 1.70645 1.94222 -0.001 -0.005 -0.196
H -3.06111 3.14217 1.60595 0.106 -0.054 -0.017
O 0.36199 4.45472 0.91071 -0.001 0.093 0.337
H -0.06614 3.59152 0.83096 0.008 0.125 -0.055
H 0.05574 4.80520 1.76530 0.008 -0.250 -0.296
O -2.20321 -0.14694 -3.39897 0.458 0.272 0.047
H -1.49192 -0.31398 -2.75188 -0.710 0.073 -0.063
H -2.14057 0.81470 -3.56536 -0.029 -0.270 -0.194
C 4.88283 -1.82929 3.93493 0.351 0.268 -0.508
C 3.47259 -1.24528 4.11195 -0.165 -0.323 0.431
O 3.03569 -0.54851 2.94590 0.024 0.237 0.393
O 5.77027 -0.89822 3.32819 -0.314 -0.037 -0.073
H 4.82584 -2.72757 3.31274 -0.130 -0.076 0.028
H 5.38666 -2.10007 4.86216 -0.488 -0.056 0.264
H 3.38374 -0.61977 5.00344 0.246 0.257 -0.140
H 2.73689 -2.03984 4.26099 0.219 -0.222 0.008
H 3.27374 0.38394 3.04048 -0.001 -0.062 -0.260
H 5.45449 -0.75993 2.42081 0.121 0.280 0.151
C 3.53985 -2.52740 0.04645 -0.490 0.927 0.289
C 4.91804 -1.92690 0.18191 0.317 0.210 -0.946
O 4.92312 -0.56092 0.62639 -0.127 -0.567 0.287
O 2.87357 -2.74675 1.26891 -0.177 -0.535 0.132
H 3.60038 -3.46968 -0.49680 0.017 -0.155 0.166
H 2.95212 -1.83236 -0.57261 -0.060 -0.083 -0.143
H 5.36469 -1.89871 -0.82018 0.098 -0.474 0.042
H 5.55062 -2.54803 0.81676 0.016 0.284 0.246
H 4.86262 -0.00992 -0.15501 -0.017 0.190 0.071
H 2.70001 -1.92627 1.76673 0.451 0.130 -0.497
C 1.21086 0.52364 -0.13983 -0.850 1.224 0.098
C 0.03378 -0.42612 -0.14959 1.351 -0.984 0.705
O -0.35487 -0.80965 -1.45088 -0.166 -0.040 -0.323
O 0.81257 1.88684 -0.33412 0.239 -0.191 0.098
H 1.93821 0.24694 -0.91351 0.037 -0.195 0.145
H 1.68057 0.51538 0.84612 0.141 -0.218 -0.101
H -0.80991 -0.06949 0.44110 -0.117 0.333 -0.353
H 0.42083 -1.30813 0.39685 -0.276 -0.131 -0.188
H 0.39015 -0.67921 -2.05952 0.096 -0.048 0.271
H 0.50608 2.02406 -1.25242 -0.012 -0.124 0.029
C -0.81137 3.33659 4.25999 -0.041 -0.463 -0.115
C 0.26581 2.43979 3.70165 1.574 -0.735 1.084
O 1.59478 2.96754 3.76990 -0.649 0.361 -0.644
O -0.83930 4.55614 3.55169 -0.110 0.188 -0.200
H -0.64973 3.48960 5.33009 0.187 0.181 -0.011
H -1.73698 2.75186 4.16218 -0.191 0.271 -0.084
H 0.06249 2.00967 2.71683 -0.261 0.358 -0.068
H 0.38818 1.60150 4.40243 -0.792 -0.191 -0.145
H 1.80652 3.30164 2.88517 0.334 0.152 0.193
H -1.57149 5.11089 3.83228 -0.002 -0.082 0.142
C -2.84291 3.48713 -3.37577 0.266 -0.783 -0.734
C -3.03330 2.94278 -1.97726 -0.403 0.614 0.437
O -1.88243 3.19423 -1.19800 0.318 -0.221 -0.051
O -1.90655 2.66754 -4.08663 0.132 -0.111 -0.220
H -2.54060 4.52480 -3.52823 -0.095 0.166 0.767
H -3.77487 3.34962 -3.92856 -0.095 0.072 0.118
H -3.27664 1.88016 -2.07438 0.281 -0.122 0.004
H -3.90833 3.38489 -1.47918 -0.057 0.236 -0.257
H -1.99313 2.81960 -0.30396 -0.064 0.011 -0.424
H -0.98916 2.78676 -3.78281 -0.355 -0.061 0.243
C 1.80915 -0.79087 -5.92345 -0.317 0.685 0.513
C 1.16386 -0.97977 -4.55663 1.234 -1.619 0.157
C 1.14726 -2.45586 -4.13912 -0.371 -0.090 0.262
O 1.95618 -0.33032 -3.51754 -0.533 0.656 -0.063
H 1.82060 0.27646 -6.15171 0.049 -0.022 -0.161
H 1.22480 -1.30044 -6.68658 0.119 -0.106 -0.049
H 2.84075 -1.14393 -5.90082 -0.040 -0.180 -0.135
H 0.16179 -0.55277 -4.52288 0.029 0.112 0.161
H 0.85874 -2.53976 -3.08912 -0.472 0.008 -0.130
H 2.13076 -2.93984 -4.12731 0.169 0.340 -0.547
H 0.47567 -3.05793 -4.75076 -0.024 0.008 0.091
H 2.80521 -0.77092 -3.41925 -0.004 -0.124 -0.190
C -6.16689 -1.62572 0.95237 -0.335 0.514 0.647
C -4.77216 -1.11801 1.26945 0.612 -0.132 -1.011
C -4.20321 -0.32953 0.08065 -0.631 0.112 0.725
O -4.79725 -0.29179 2.42428 0.217 -0.199 0.223
H -6.25484 -2.17903 0.01938 0.350 -0.347 0.165
H -6.86205 -0.78870 0.83006 0.155 0.148 0.154
H -6.50539 -2.18788 1.82462 -0.219 -0.256 -0.284
H -4.10343 -1.97032 1.45440 -0.173 -0.139 0.089
H -3.13194 -0.15161 0.18013 0.018 -0.034 -0.136
H -4.72935 0.62562 0.16443 0.174 0.136 -0.462
H -4.44532 -0.81537 -0.86226 0.250 0.082 -0.124
H -3.93013 -0.40366 2.86642 -0.554 0.191 -0.063
C -0.08577 -1.39771 3.67019 -0.143 0.102 -0.299
C -1.56368 -1.66476 3.42708 0.557 -0.105 -0.206
C -2.10100 -2.77677 4.30266 -0.813 -0.322 -0.004
O -2.31362 -0.43968 3.55872 0.486 -0.123 0.583
H 0.52179 -2.25861 3.38844 -0.077 -0.104 0.096
H 0.09353 -1.16968 4.72436 0.072 0.035 -0.005
H 0.25025 -0.56369 3.05271 0.034 0.051 0.129
H -1.70311 -1.93380 2.37705 -0.024 -0.114 0.019
H -2.09171 -2.59813 5.38116 0.282 0.418 -0.072
H -1.56094 -3.71127 4.14554 0.085 0.073 -0.168
H -3.15062 -2.95569 4.05037 0.059 -0.069 -0.036
H -2.07265 -0.09834 4.43240 -0.292 0.181 -0.148
C 2.24270 3.24355 -4.62149 0.124 1.299 0.334
C 1.70726 3.16622 -3.18471 -0.338 -1.318 -1.023
C 0.98704 4.37013 -2.65099 0.098 0.379 0.477
O 0.73543 2.07782 -3.16333 0.229 -0.187 0.408
H 3.05898 2.54035 -4.77213 -0.088 -0.112 -0.167
H 2.61871 4.26138 -4.79143 0.285 -0.210 0.024
H 1.46470 3.12855 -5.37554 -0.155 -0.330 0.178
H 2.54396 2.86005 -2.54122 -0.147 0.343 0.182
H 0.13480 4.69410 -3.25061 0.138 -0.141 -0.334
H 1.67320 5.21307 -2.54256 -0.037 -0.023 -0.060
H 0.57686 4.15428 -1.66367 0.104 0.071 0.030
H 1.19758 1.22766 -3.34452 -0.099 0.694 0.028
C -0.48691 -5.12507 -0.44135 0.146 -0.237 0.732
C -1.79105 -4.76729 -1.13416 0.693 0.710 -0.606
C -2.65835 -3.86229 -0.29747 -0.754 -0.381 0.076
O -1.45539 -4.05223 -2.34656 -0.200 -0.441 0.265
H -0.06465 -4.27448 0.10647 -0.149 0.092 -0.054
H 0.29283 -5.44367 -1.13202 -0.255 -0.163 -0.215
H -0.64251 -5.92190 0.29283 0.064 0.032 -0.002
H -2.33671 -5.68348 -1.36626 0.065 0.139 -0.536
H -2.03946 -3.02875 0.04392 -0.248 -0.041 0.495
H -3.16132 -4.46136 0.46967 0.507 0.387 0.559
H -3.50419 -3.45005 -0.85186 0.262 0.022 -0.387
H -1.11011 -3.20512 -2.02857 -0.099 0.068 -0.290
```
Positions in Å, forces in eV/Å.

LUMO   -0.213 eV
Relative energy (zero: lowest compared OMol25 entry of this formula, charge and spin)   0.0 kcal/mol
M   682.88 Da

Mulliken atomic charge list, values in e, 4 entries: -0.741, 0.191, 0.289, -0.423